1.
{
  "formula": "C22H24O5",
  "method": "ωB97M-V/def2-TZVPD",
  "total_charge": 0,
  "lumo_ev": 0.2,
  "de_lowest_kj_mol": 2.7,
  "smiles": "CCCOC(=O)[C@@H]1[C@@H]2C=C[C@@H]([C@H]3C[C@@H]23)[C@H]1C(=O)OCC(=O)c1ccccc1",
  "orbital_gap_ev": 9.518,
  "elements": ["O", "O", "O", "O", "O", "C", "C", "C", "C", "C", "C", "C", "C", "C", "C", "C", "C", "C", "C", "C", "C", "C", "C", "C", "C", "C", "C", "H", "H", "H", "H", "H", "H", "H", "H", "H", "H", "H", "H", "H", "H", "H", "H", "H", "H", "H", "H", "H", "H", "H", "H"],
  "positions_angstrom": [[1.31169, 1.57926, -1.05476], [0.82446, 0.82291, 0.99617], [2.43020, -0.81605, -0.97893], [-3.04267, -1.61735, 0.72825], [-2.47872, -1.17689, -1.39786], [4.98463, -1.45481, -0.06303], [4.57011, -0.13402, -0.24480], [5.47964, 0.89915, -0.01993], [2.68412, 1.53802, -0.71353], [-1.44997, 2.51604, -0.93865], [-3.64435, -2.85003, 0.33221], [-2.48015, -0.87960, -0.23209], [-3.05479, 1.36317, 0.71070], [6.77146, 0.60884, 0.37825], [-2.85306, 2.36513, -1.43514], [-3.26764, -5.29462, -0.12189], [-3.68039, 1.77281, -0.58547], [3.17138, 0.08580, -0.67481], [-2.60846, -3.96551, 0.21975], [7.17132, -0.70600, 0.55997], [-0.94466, 1.07067, -0.64171], [6.27476, -1.73909, 0.33849], [-1.44525, 3.23403, 0.40606], [-2.66117, 3.95537, 0.90382], [-1.89209, 0.38944, 0.34904], [-2.37698, 2.55896, 1.36826], [0.47117, 1.11626, -0.11583], [7.47227, 1.41260, 0.54885], [-4.37859, -3.07515, 1.10914], [-1.35606, 0.13194, 1.26721], [-2.51724, -6.07682, -0.19889], [-0.79414, 2.99936, -1.66355], [-0.93093, 0.51135, -1.58286], [4.26908, -2.24340, -0.24112], [8.18162, -0.92330, 0.87330], [-3.48367, 4.12936, 0.22877], [-0.47347, 3.57500, 0.73674], [-3.12761, 2.70939, -2.41782], [-1.88986, -3.69589, -0.55607], [-2.08086, 2.40102, 2.39584], [3.20687, 2.09740, -1.49151], [2.84327, 1.99861, 0.26853], [-4.72067, 1.57415, -0.78256], [-2.50355, 4.75227, 1.61536], [-2.07186, -4.04412, 1.16744], [5.18966, 1.92875, -0.15969], [6.58362, -2.76404, 0.47888], [-3.75721, 0.87161, 1.38518], [-4.14998, -2.70815, -0.62891], [-3.98319, -5.57755, 0.64722], [-3.79209, -5.22628, -1.07199]]
}

=====

2.
{
  "formula": "C22H25BaNO5PSSi",
  "method": "ωB97M-V/def2-TZVPD",
  "total_charge": -1,
  "lumo_ev": 2.4,
  "de_lowest_kj_mol": 119.9,
  "orbital_gap_ev": 5.930,
  "elements": ["Ba", "S", "P", "Si", "O", "O", "O", "O", "O", "N", "C", "C", "C", "C", "C", "C", "C", "C", "C", "C", "C", "C", "C", "C", "C", "C", "C", "C", "C", "C", "C", "C", "H", "H", "H", "H", "H", "H", "H", "H", "H", "H", "H", "H", "H", "H", "H", "H", "H", "H", "H", "H", "H", "H", "H", "H", "H"],
  "positions_angstrom": [[2.40205, -1.32062, 0.68483], [3.19423, -0.91343, -1.78915], [-0.12359, 0.47164, -0.86372], [1.68235, -1.51456, 4.05966], [4.02848, -1.87396, -0.97935], [1.81184, -1.51049, -1.80043], [0.53146, -4.20040, 0.28631], [3.09727, 0.30889, -0.90411], [3.72272, -0.62809, -3.10044], [-0.31828, -3.77490, -0.72983], [-2.48618, 0.14916, -2.34549], [1.86269, 2.52434, -4.43363], [-1.42381, 1.61077, 1.26383], [1.90508, 3.08928, -3.16764], [-2.17153, 3.95524, -0.00565], [-0.67087, -2.57783, -0.53675], [0.54913, 0.70694, -3.57548], [2.85938, -0.92873, 5.47528], [1.19234, 1.33106, -4.63221], [0.19547, -0.30582, 4.37441], [-1.51922, -0.49030, -1.57456], [-2.54358, 3.73206, 1.31229], [-3.56172, -1.94224, -2.81429], [-1.60311, -1.87711, -1.41122], [-2.16723, 2.55861, 1.94829], [0.94769, -3.10551, 4.87624], [-1.06852, 1.81271, -0.06466], [-3.49964, -0.56342, -2.96123], [0.57324, 1.28019, -2.31236], [-2.62446, -2.59302, -2.03717], [-1.43710, 3.00207, -0.69047], [1.27498, 2.46335, -2.11013], [-2.67320, -3.66296, -1.88815], [-2.43270, 2.38055, 2.98281], [2.45430, 4.00664, -2.99670], [-0.69077, -0.61139, 3.81110], [-0.08564, -0.29122, 5.43296], [0.83018, -5.06314, -0.01196], [2.37405, 3.00291, -5.25879], [0.43137, 0.71994, 4.08184], [3.71321, -1.60077, 5.58255], [1.18785, 0.86451, -5.60868], [-3.11445, 4.48055, 1.84722], [-2.44747, 4.87872, -0.50089], [-1.12495, 3.19099, -1.71226], [-1.11070, 0.70883, 1.77867], [3.26087, 0.06666, 5.27534], [0.54370, -2.89199, 5.87113], [0.14343, -3.53211, 4.27425], [-0.30583, -2.06443, 0.35689], [1.34268, 2.88928, -1.11626], [1.70877, -3.87945, 4.98638], [-4.23773, -0.04454, -3.55918], [2.34103, -0.89176, 6.43760], [0.06174, -0.24553, -3.73388], [-2.43038, 1.21998, -2.47840], [-4.35088, -2.50616, -3.29477]]
}

=====

3.
{
  "formula": "C22H25BiIN6O3S3",
  "method": "ωB97M-V/def2-TZVPD",
  "total_charge": 1,
  "lumo_ev": -4.2,
  "de_lowest_kj_mol": 74.6,
  "orbital_gap_ev": 6.592,
  "elements": ["Bi", "I", "S", "S", "S", "O", "O", "O", "N", "N", "N", "N", "N", "N", "C", "C", "C", "C", "C", "C", "C", "C", "C", "C", "C", "C", "C", "C", "C", "C", "C", "C", "C", "C", "C", "C", "H", "H", "H", "H", "H", "H", "H", "H", "H", "H", "H", "H", "H", "H", "H", "H", "H", "H", "H", "H", "H", "H", "H", "H", "H"],
  "positions_angstrom": [[1.13744, -0.49755, 0.17621], [4.82767, -3.15904, 5.23876], [1.76415, -3.04346, -2.15701], [-1.54724, -1.69650, -1.63216], [-0.41169, 0.83153, -3.81526], [1.67332, -4.45220, -1.87034], [-1.74260, -2.26961, -0.32788], [-0.84539, -2.43919, -2.64800], [-0.67940, -0.32576, -1.26599], [1.80414, -2.14280, -0.96883], [-6.62982, 0.03572, -4.04344], [2.51683, -2.00261, 1.87189], [2.98885, -3.18956, 1.46637], [1.19908, 0.80772, -1.84162], [-0.62071, 2.12966, 0.78931], [0.00923, 0.37355, -2.21743], [-0.57804, 0.69177, 2.69565], [2.77279, 2.54383, 2.46128], [-5.30858, -0.38766, -2.08453], [-4.12391, -0.79249, -1.51677], [-3.20032, -1.18354, -3.71227], [1.35547, 2.06921, 2.20653], [3.81217, -2.90733, 3.46817], [-4.38410, -0.77703, -4.28525], [3.25929, 2.31792, 3.88768], [-1.26816, 1.18703, 1.58842], [1.11595, 1.63413, -3.96853], [-2.67533, 0.75478, 1.30649], [1.83421, 1.52056, -2.83533], [3.72591, 1.88463, 1.45648], [3.76313, -3.77015, 2.39174], [0.66783, 2.55175, 1.08738], [-3.05698, -1.17684, -2.32535], [3.01465, -1.82250, 3.09299], [-5.46008, -0.36412, -3.48265], [0.70146, 1.14286, 3.01224], [4.21506, -4.73430, 2.23254], [4.22826, 2.79577, 4.02912], [2.77980, 3.62150, 2.27157], [3.75721, 0.80073, 1.61903], [1.14888, 3.29030, 0.45484], [2.69432, -3.53800, 0.56276], [3.39450, 1.25602, 4.10605], [-4.03415, -0.84909, -0.44183], [-6.14147, -0.10510, -1.45306], [-1.06261, -0.03090, 3.34241], [4.74402, 2.25599, 1.57684], [3.42011, 2.08006, 0.42507], [-3.34819, 1.13335, 2.07811], [-7.41468, 0.29325, -3.47525], [2.78051, -0.93479, 3.65611], [-2.75095, -0.33326, 1.29892], [2.81928, 1.92526, -2.66471], [1.18308, 0.76606, 3.90512], [-2.38648, -1.53126, -4.33403], [-6.75911, 0.01470, -5.03750], [-1.13319, 2.53970, -0.07290], [-4.49612, -0.79420, -5.36193], [1.39350, 2.13150, -4.88222], [2.56878, 2.73351, 4.62195], [-3.01161, 1.13650, 0.34403]]
}

=====

4.
{
  "formula": "C22H25Cl2N4O6PSeW",
  "method": "ωB97M-V/def2-TZVPD",
  "total_charge": 2,
  "lumo_ev": [-8.5, -8.5],
  "orbital_gap_ev": [5.582, 5.591],
  "elements": ["W", "Se", "Cl", "Cl", "P", "O", "O", "O", "O", "O", "O", "N", "N", "N", "N", "C", "C", "C", "C", "C", "C", "C", "C", "C", "C", "C", "C", "C", "C", "C", "C", "C", "C", "C", "C", "C", "C", "H", "H", "H", "H", "H", "H", "H", "H", "H", "H", "H", "H", "H", "H", "H", "H", "H", "H", "H", "H", "H", "H", "H", "H", "H"],
  "positions_angstrom": [[1.46766, 0.94248, 1.10449], [-0.57983, 2.05452, -6.29704], [2.39883, 0.42215, 3.67766], [4.18439, 1.07556, 1.58476], [-0.69929, -0.80056, 1.82822], [-0.13713, 0.67436, 2.11080], [0.54546, -1.10132, 0.78096], [2.89188, 3.98917, 3.33767], [-1.91823, -0.64306, 0.89424], [-0.76095, -1.65045, 3.00565], [1.83448, 2.73473, 1.79305], [0.06864, 1.93908, -0.16049], [0.83518, 1.30223, -5.53765], [-1.29825, 2.53172, -4.74676], [2.22463, 0.70172, -0.94395], [-4.10865, -0.26873, 0.06943], [-1.80748, 3.05637, -1.87008], [1.77658, -2.54981, -0.75426], [0.19085, 1.80021, -1.49539], [1.82586, -2.96614, 1.72296], [2.71453, 2.96413, 2.77779], [-0.73272, 2.32876, -2.38920], [-3.59118, 0.16467, 2.49545], [-0.27521, -3.40041, 0.37515], [1.38453, 1.11561, -1.93030], [1.66666, 0.94605, -3.28317], [0.98304, -2.57162, 0.53071], [-3.67387, -2.19977, 1.61951], [3.52075, 1.69329, 3.13385], [2.87350, 0.34509, -3.64171], [-1.89707, 3.23139, -0.50512], [-0.94521, 2.65859, 0.32746], [3.37882, 0.13068, -1.31914], [3.73673, -0.05392, -2.64246], [-3.37921, -0.74916, 1.30474], [0.69343, 1.43476, -4.24609], [-0.49315, 2.11729, -3.80609], [-0.89258, -3.02199, -0.44018], [1.24219, -2.02678, -1.54891], [-0.99384, 2.76411, 1.40056], [-3.86842, -0.89550, -0.78938], [4.03956, -0.21405, -0.53891], [1.92788, -3.58015, -1.07600], [4.31848, 1.85472, 3.84956], [3.11316, 0.21277, -4.68924], [-5.18310, -0.32288, 0.24259], [4.68726, -0.51487, -2.87017], [-3.45957, -2.83522, 0.75989], [2.76270, -2.11679, -0.60609], [2.68312, -2.29632, 1.82809], [2.21598, -3.97121, 1.55561], [-3.03379, -0.18348, 3.36613], [-4.73452, -2.29740, 1.85173], [-4.64906, 0.17030, 2.75789], [1.24308, -2.97022, 2.64246], [-2.53740, 3.48262, -2.54631], [0.02386, -4.41934, 0.12872], [-2.69561, 3.81129, -0.06472], [-0.85378, -3.44614, 1.29579], [-3.30077, 1.18959, 2.25690], [-3.84908, 0.76720, -0.15550], [-3.10477, -2.53988, 2.48384]]
}